No. 1
{"formula": "C5H13N4O", "method": "ωB97M-V/def2-TZVPD", "total_energy_ev": -13395.699, "e_homo_ev": -11.02, "total_charge": 1, "lumo_ev": -2.96, "gap_ha": 0.29605, "relative_energy_kcal_mol": 42.00, "smiles": "CN(C=[NH2+])CN/C=C(/N)O", "molar_mass_g_mol": 145.19, "species": ["C", "C", "C", "C", "C", "N", "N", "N", "N", "O", "H", "H", "H", "H", "H", "H", "H", "H", "H", "H", "H", "H", "H"], "xyz": [[-2.162, -1.588, 0.966], [1.055, -0.992, 0.036], [-1.250, -0.558, 0.922], [0.470, 0.692, -1.655], [2.152, 1.361, 0.007], [1.274, 0.367, -0.623], [-3.499, -1.490, 1.199], [0.502, 1.839, -2.284], [0.188, -0.768, 1.146], [-1.726, -2.830, 0.918], [0.544, -1.601, -0.755], [2.050, -1.419, 0.412], [-1.539, 0.361, 1.463], [0.041, -0.188, -2.164], [2.145, 2.239, -0.681], [1.934, 1.388, 1.106], [3.241, 0.895, 0.047], [-4.033, -0.740, 1.005], [-3.949, -2.360, 0.958], [0.912, 2.715, -1.900], [-0.065, 1.677, -3.167], [-0.801, -2.867, 0.948], [0.527, -0.435, 2.044]], "forces_ev_per_a": [[1.42, 1.50, 0.80], [0.18, 1.08, 0.88], [0.33, 1.44, 1.35], [3.31, -2.09, 2.05], [1.92, -1.98, 0.15], [-1.04, -0.06, -1.66], [2.03, -3.91, 0.15], [-1.73, -0.11, -1.66], [-1.35, -1.75, -0.28], [-2.78, -1.26, -0.49], [0.72, 0.25, 0.88], [-1.31, 0.67, -0.99], [-0.37, -0.26, -0.98], [-0.36, 0.79, 0.42], [0.34, -0.33, 1.65], [-0.33, 1.05, -1.14], [-2.02, 1.02, -0.58], [-1.52, 3.29, -0.75], [-0.29, -0.05, 0.20], [-0.89, -1.04, -1.01], [1.20, 1.90, 1.36], [2.34, 0.17, 0.24], [0.21, -0.34, -0.59]]}

***

No. 2
{"formula": "C5H13N6", "method": "ωB97M-V/def2-TZVPD", "total_energy_ev": -14327.445, "e_homo_ev": -13.15, "total_charge": 1, "lumo_ev": -3.58, "gap_ha": 0.35169, "relative_energy_kcal_mol": 76.35, "molar_mass_g_mol": 157.20, "species": ["C", "C", "C", "C", "C", "N", "N", "N", "N", "N", "N", "H", "H", "H", "H", "H", "H", "H", "H", "H", "H", "H", "H", "H"], "xyz": [[1.472, 3.329, -2.184], [0.240, 1.032, 1.769], [-1.612, -2.705, 0.405], [-1.248, -1.586, -0.623], [0.138, 0.015, 0.732], [0.308, 2.832, -2.415], [2.122, 2.516, -1.289], [0.214, 1.766, -1.688], [1.253, 1.570, -0.922], [-0.515, -2.772, 1.354], [-0.955, -0.315, 0.045], [2.067, 4.161, -2.525], [-0.787, 1.276, 2.252], [0.890, 1.813, 1.443], [0.903, 0.538, 2.616], [-2.491, -2.401, 0.946], [-1.654, -3.579, -0.255], [-2.050, -1.428, -1.271], [-0.466, -2.119, -1.180], [1.099, -0.580, 0.581], [0.436, -2.770, 1.013], [-0.654, -3.590, 1.928], [-1.738, 0.344, 0.208], [3.028, 2.654, -0.941]], "forces_ev_per_a": [[3.16, -0.24, 1.16], [-0.77, -1.30, 3.14], [1.71, 1.45, -0.95], [0.63, -1.32, 1.19], [-0.30, -2.58, -1.71], [-0.47, 1.28, -1.47], [-2.75, 0.92, -1.14], [-0.56, -1.89, 2.24], [0.34, 0.05, -1.54], [-0.43, -0.11, 0.81], [2.06, 1.24, 1.99], [-0.77, 0.30, -0.58], [1.92, 0.14, -1.03], [-0.16, 0.98, -0.17], [-1.50, 0.75, -1.48], [-0.63, -0.58, 0.07], [-0.80, -0.13, 0.44], [-1.24, 0.37, -1.11], [0.55, 1.39, -0.03], [-1.76, 0.60, -0.16], [-0.18, -0.36, -0.52], [0.29, 0.01, 0.35], [0.43, -0.82, -0.33], [1.24, -0.14, 0.83]]}

***

No. 3
{"formula": "C5H13NO", "method": "ωB97M-V/def2-TZVPD", "total_energy_ev": -8931.468, "e_homo_ev": [1.20, -4.95], "total_charge": -1, "spin_multiplicity": 2, "lumo_ev": [3.26, 3.29], "gap_ha": [0.07578, 0.30294], "relative_energy_kcal_mol": 29.79, "molar_mass_g_mol": 103.16, "species": ["C", "N", "C", "C", "C", "C", "H", "H", "H", "H", "H", "H", "H", "H", "H", "H", "H", "H", "H", "O"], "xyz": [[0.087, -1.214, -0.106], [0.066, 0.106, -0.717], [0.483, 1.208, 0.125], [-1.140, 0.242, -1.527], [-1.932, -1.070, -1.387], [-1.350, -1.671, -0.096], [0.535, -1.214, 0.897], [0.817, -1.828, -0.654], [-0.093, 1.177, 1.072], [0.244, 2.164, -0.320], [1.508, 1.163, 0.421], [-0.827, 0.463, -2.546], [-1.734, 1.102, -1.206], [-1.914, -1.738, -2.243], [-2.970, -0.819, -1.162], [-1.894, -1.160, 0.698], [-1.395, -2.747, 0.033], [3.873, 1.659, 2.401], [3.128, 1.769, 3.737], [2.983, 1.809, 2.775]], "forces_ev_per_a": [[1.15, 0.42, 0.46], [0.43, -0.10, -0.24], [-1.55, -0.32, 0.75], [0.58, 0.20, -0.01], [-0.43, 0.16, 0.71], [0.24, 0.01, -0.48], [-0.29, 0.44, 0.03], [-0.62, -0.48, -0.28], [0.13, 0.17, 0.04], [0.19, 0.19, -0.38], [0.76, -0.01, -0.03], [-0.27, -0.10, -0.38], [-0.13, 0.02, 0.20], [0.27, 0.04, -0.16], [-0.15, -0.14, -0.45], [0.24, -0.23, 0.42], [-0.46, -0.21, -0.11], [0.02, -0.01, 0.08], [0.10, -0.01, 0.10], [-0.21, -0.03, -0.29]]}

***

No. 4
{"formula": "C5H13NO", "method": "ωB97M-V/def2-TZVPD", "total_energy_ev": -8927.427, "e_homo_ev": -7.98, "lumo_ev": -0.05, "gap_ha": 0.29135, "relative_energy_kcal_mol": 151.83, "molar_mass_g_mol": 103.16, "species": ["C", "N", "C", "C", "C", "O", "C", "H", "H", "H", "H", "H", "H", "H", "H", "H", "H", "H", "H", "H"], "xyz": [[-2.108, 1.152, 0.736], [-1.589, 1.405, -0.647], [-0.278, 1.006, -1.024], [0.094, -0.244, -0.519], [2.548, -2.497, -0.940], [1.025, -0.609, 0.478], [-1.038, 1.514, 1.757], [-3.119, 1.527, 0.951], [-2.247, 0.072, 0.851], [-2.376, 1.299, -1.278], [0.372, 1.720, -1.502], [2.231, -3.532, -1.015], [-0.535, -1.111, -0.746], [2.050, -1.747, -1.520], [2.482, -2.249, 0.109], [3.607, -2.626, -1.105], [1.343, -0.224, -0.537], [-0.904, 2.603, 1.574], [-1.471, 1.503, 2.768], [-0.089, 1.039, 1.609]], "forces_ev_per_a": [[1.44, -2.50, -0.09], [-1.34, -0.16, -0.72], [-0.30, -0.75, 1.57], [-3.81, -0.12, 0.31], [1.14, -1.26, 1.28], [1.17, 1.84, -2.81], [-1.53, 2.82, -0.08], [0.55, 0.75, -0.55], [-0.22, -0.22, -0.07], [0.38, 0.40, -0.49], [0.26, 0.43, 0.48], [-0.89, 0.08, -0.46], [-0.75, 0.54, 0.61], [-0.06, -0.17, -0.69], [-0.19, 0.12, 0.11], [0.47, 0.65, -0.64], [2.62, -0.95, 1.88], [0.44, -0.40, 0.24], [0.46, -0.59, -0.16], [0.17, -0.51, 0.28]]}

***

No. 5
{"formula": "C5H13NO", "method": "ωB97M-V/def2-TZVPD", "total_energy_ev": -8932.455, "e_homo_ev": -8.85, "lumo_ev": 1.01, "gap_ha": 0.36227, "relative_energy_kcal_mol": 35.87, "smiles": "CN[C@@H](C)CCO", "molar_mass_g_mol": 103.16, "species": ["C", "N", "C", "C", "C", "O", "C", "H", "H", "H", "H", "H", "H", "H", "H", "H", "H", "H", "H", "H"], "xyz": [[0.511, -1.571, -1.958], [-0.352, -0.907, -0.941], [0.283, 0.264, -0.355], [-0.448, 0.662, 0.943], [-0.452, -0.350, 2.079], [-1.143, 0.101, 3.260], [0.426, 1.490, -1.267], [0.099, -2.549, -2.201], [1.529, -1.646, -1.575], [0.399, -0.976, -2.862], [-0.635, -1.628, -0.292], [1.265, -0.075, -0.003], [-1.487, 0.948, 0.765], [0.144, 1.519, 1.283], [0.562, -0.563, 2.450], [-0.853, -1.320, 1.774], [-1.254, 1.033, 3.126], [-0.182, 2.280, -0.811], [1.386, 1.993, -1.111], [0.204, 1.295, -2.305]], "forces_ev_per_a": [[-1.34, 0.78, 0.59], [-0.06, -0.46, -1.52], [-0.18, -1.14, 1.34], [0.41, 0.07, 0.22], [0.86, -0.50, 0.74], [-0.08, -0.63, -0.85], [0.03, 0.51, 1.37], [0.11, -0.08, 0.18], [0.30, -0.08, -0.40], [0.69, -0.02, -0.19], [0.11, 0.51, 0.45], [0.47, 0.29, -0.10], [0.05, 0.19, -0.28], [-0.43, 0.24, 0.21], [0.09, 0.05, -0.57], [-0.36, 0.12, 0.07], [-0.26, 0.84, 0.20], [-0.73, -0.19, -0.76], [0.37, -0.67, -0.54], [-0.04, 0.16, -0.17]]}

***

No. 6
{"formula": "C5H13NO", "method": "ωB97M-V/def2-TZVPD", "total_energy_ev": -8931.952, "e_homo_ev": -8.40, "lumo_ev": 0.76, "gap_ha": 0.33646, "relative_energy_kcal_mol": 47.48, "smiles": "C[C@H]1CCCN1.O", "molar_mass_g_mol": 103.16, "species": ["N", "C", "C", "C", "C", "C", "H", "H", "H", "H", "H", "H", "H", "H", "H", "H", "H", "H", "H", "O"], "xyz": [[0.000, 0.581, -1.378], [1.408, 0.742, -0.842], [1.099, 0.713, 0.680], [-0.348, 0.209, 0.878], [-1.010, 0.958, -0.267], [-2.306, 0.416, -0.813], [-0.198, 1.205, -2.153], [1.871, 1.636, -1.233], [1.978, -0.253, -1.092], [1.726, 0.047, 1.332], [1.306, 1.799, 0.947], [-0.425, -0.815, 0.784], [-0.656, 0.463, 1.884], [-0.813, 2.075, -0.100], [-2.332, 0.695, -1.971], [-2.436, -0.704, -0.660], [-3.146, 1.043, -0.369], [1.646, -3.601, 1.556], [0.570, -2.777, 2.156], [0.981, -2.889, 1.344]], "forces_ev_per_a": [[0.14, 0.55, 0.71], [-1.48, -3.60, 0.06], [1.60, 0.48, 0.95], [0.81, 3.56, -0.05], [2.45, -0.65, -1.44], [-1.63, 1.71, -1.36], [0.28, -0.09, -0.11], [0.46, 0.09, 0.20], [-0.68, 2.14, 0.00], [0.08, 0.82, -0.95], [-0.83, -1.30, 0.62], [-0.02, -2.25, -0.58], [-0.42, 0.32, 0.21], [-1.41, -1.21, -0.04], [-0.13, -0.92, 2.37], [0.21, 1.60, -0.21], [0.57, -1.25, -0.39], [-0.94, 1.11, -0.61], [-1.44, 0.54, 2.38], [2.40, -1.66, -1.74]]}